i | The following is a DFT calculation (ωB97M-V/def2-TZVPD) of the molecule C6H8N2.

The geometry in XYZ format:
```
16
C6H8N2 | OMol25 | ωB97M-V/def2-TZVPD
C -2.64727 -0.12632 -0.01384
C -1.31016 -0.15851 -0.17660
C -0.68328 1.15199 -0.23569
C 0.62596 1.45220 -0.11676
C 1.78422 0.47114 0.06176
N 1.60440 -0.86120 -0.46138
C 0.43907 -1.70241 -0.05684
N -0.79232 -1.39763 -0.02804
H -3.05513 -1.14402 -0.05226
H -3.39186 0.72185 -0.20511
H -1.35740 1.99162 -0.01836
H 0.87165 2.51729 0.02848
H 1.90922 0.43779 1.16986
H 2.72935 0.90265 -0.17317
H 2.47241 -1.48256 -0.06791
H 0.80115 -2.77386 0.34586
```

- HOMO level (eV) = -8.3
- 2S+1 = 1
- frontier orbital gap (eV) = 8.93
- SMILES string = C=C1C=CCNC=N1
- charge = 0

Results of the natural (NBO) charge analysis, in e, for atoms 1 through 8:
1 C -0.340
2 C 0.063
3 C -0.246
4 C -0.175
5 C -0.264
6 N -0.632
7 C 0.311
8 N -0.492

ii | The following is a DFT calculation (ωB97M-V/def2-TZVPD) of the molecule C6H8N2.

The geometry in XYZ format:
```
16
C6H8N2 | OMol25 | ωB97M-V/def2-TZVPD
C 1.86299 0.12965 0.53928
C 0.73834 -0.18730 -0.11251
C 0.71039 -1.34212 -1.07265
C -0.64352 0.66913 -0.05961
C -0.51152 1.96891 0.27229
N -1.82760 0.07941 -0.38676
C -1.68358 -0.92086 0.86332
N -1.91559 -1.72897 1.66175
H 1.94544 0.96441 1.22498
H 2.79490 -0.38156 0.30949
H 0.87380 -2.28203 -0.53371
H 1.48283 -1.22493 -1.83996
H -0.25507 -1.43697 -1.58196
H -1.22213 2.50718 0.88870
H 0.32599 2.59728 -0.00790
H -2.67567 0.58876 -0.16477
```

- HOMO level (eV) = -9.0
- 2S+1 = 1
- frontier orbital gap (eV) = 9.10
- SMILES string = C=C(C)C(=C)NC#N
- charge = 0

Results of the natural (NBO) charge analysis, in e, for atoms 1 through 8:
1 C -0.367
2 C -0.013
3 C -0.672
4 C 0.131
5 C -0.481
6 N -0.549
7 C 0.353
8 N -0.324

Least stable of them? ii.

i | The following is a DFT calculation (ωB97M-V/def2-TZVPD) of the molecule C6H8N2.

The geometry in XYZ format:
```
16
C6H8N2 | OMol25 | ωB97M-V/def2-TZVPD
C 0.88696 1.56472 -1.50630
C 0.14651 0.71585 -0.57504
N -1.10008 0.97009 -0.28944
N -1.56630 0.46436 0.76898
C -0.90884 -0.61899 1.39469
C -0.07546 -1.20197 0.39357
C 1.26411 -1.68827 0.00557
C 0.86024 -0.20752 0.11945
H 1.98357 1.76971 -1.05327
H 0.40531 2.30283 -1.99022
H 0.99081 0.98878 -2.39182
H -1.34938 -0.87084 2.26392
H -1.10524 -1.30281 -0.39177
H 1.61062 -2.21513 -0.78582
H 1.79752 -2.21160 0.95639
H 1.29031 0.11495 1.04422
```

- HOMO level (eV) = -8.5
- 2S+1 = 1
- frontier orbital gap (eV) = 8.73
- SMILES string = CC1=NN=C[C@@H]2C[C@@H]12
- charge = 0

Results of the natural (NBO) charge analysis, in e, for atoms 1 through 8:
1 C -0.634
2 C 0.250
3 N -0.256
4 N -0.241
5 C 0.021
6 C -0.277
7 C -0.334
8 C -0.364

ii | The following is a DFT calculation (ωB97M-V/def2-TZVPD) of the molecule C6H8N2.

The geometry in XYZ format:
```
16
C6H8N2 | OMol25 | ωB97M-V/def2-TZVPD
C 1.69322 0.94705 -0.03233
C 0.25917 0.78643 -0.12727
C 0.15764 -0.62205 -0.41073
N -1.18339 -0.99939 -0.40804
C -2.09967 0.21997 -0.62660
C -1.72217 -0.34916 0.83301
N 1.12570 -1.48702 -0.29701
C 2.22308 -0.57668 0.01576
H 2.45937 1.64913 -0.22674
H -0.15787 1.79632 -0.17820
H -3.13169 -0.13365 -1.01199
H -1.63130 1.09535 -1.02285
H -2.68133 -0.89423 1.39234
H -0.99257 0.27635 1.46186
H 2.44860 -0.69249 1.32330
H 3.23320 -1.01594 -0.68451
```

- HOMO level (eV) = -9.4
- 2S+1 = 1
- frontier orbital gap (eV) = 9.69
- SMILES string = C1=CC(N2CC2)=NC1
- charge = 0

Results of the natural (NBO) charge analysis, in e, for atoms 1 through 8:
1 C -0.128
2 C -0.402
3 C 0.356
4 N -0.414
5 C -0.287
6 C -0.273
7 N -0.408
8 C -0.302

iii | The following is a DFT calculation (ωB97M-V/def2-TZVPD) of a structure of composition C6H8N2.

The geometry in XYZ format:
```
16
C6H8N2 | OMol25 | ωB97M-V/def2-TZVPD
C 0.39560 1.43898 0.76915
C -0.39073 0.20830 1.02334
C -1.22179 -0.24717 -0.25619
C 0.40210 -0.98340 0.52645
C 1.08199 -0.29087 -0.70735
C -0.15299 0.29305 -1.31317
H -0.16326 2.34744 0.89275
H 1.21393 1.52288 1.50438
H -0.87131 0.05955 1.95776
H -2.25466 0.09009 -0.47236
H -0.70114 -2.25726 -0.81060
H 1.03297 -1.64452 1.15362
H 2.00607 -0.57107 -1.29179
H -0.32788 0.53585 -2.38012
N -0.89414 -1.62289 0.01410
N 0.84523 1.12103 -0.60996
```

- HOMO level (eV) = -8.6
- 2S+1 = 1
- frontier orbital gap (eV) = 9.70
- charge = 0

Results of the natural (NBO) charge analysis, in e, for atoms 1 through 8:
1 C -0.238
2 C -0.245
3 C -0.066
4 C -0.075
5 C -0.129
6 C -0.127
7 H 0.208
8 H 0.204

iv | The following is a DFT calculation (ωB97M-V/def2-TZVPD) of the molecule C6H8N2.

The geometry in XYZ format:
```
16
C6H8N2 | OMol25 | ωB97M-V/def2-TZVPD
C -1.25062 1.16662 2.64169
C -0.04598 0.77995 2.03586
C 0.61108 0.09218 0.91643
N 1.08979 0.97511 -0.33815
C 0.50670 0.44031 -1.64098
C 0.41472 -1.02377 -1.08133
N -0.62597 -2.01293 -0.85476
C -0.44249 -0.79178 0.13346
H -1.85407 1.15312 3.79067
H 1.54404 -0.34866 1.31016
H 0.48681 1.78499 -0.33123
H -0.42997 0.80966 -2.00536
H 1.29824 0.19629 -2.40574
H 1.40661 -1.48660 -0.67420
H -1.55979 -1.73961 -1.20423
H -1.14911 0.00512 -0.29229
```

- HOMO level (eV) = -8.8
- 2S+1 = 1
- frontier orbital gap (eV) = 9.01
- SMILES string = C#C[C@@H]1NC[C@@H]2N[C@@H]12
- charge = 0

Results of the natural (NBO) charge analysis, in e, for atoms 1 through 8:
1 C -0.263
2 C -0.012
3 C -0.167
4 N -0.600
5 C -0.269
6 C -0.082
7 N -0.512
8 C -0.137

Least stable of them? iv.

i | The following is a DFT calculation (ωB97M-V/def2-TZVPD) of a structure of composition C6H8N2.

The geometry in XYZ format:
```
16
C6H8N2 | OMol25 | ωB97M-V/def2-TZVPD
C -1.53599 0.29902 -0.34380
C -0.07306 0.21532 -0.62608
C 0.82253 1.24333 -0.36989
C 2.26822 0.78347 -0.13669
C 2.05993 -0.58383 0.20648
C 0.76338 -1.05682 -0.07909
H -3.30502 -0.82293 0.12506
H -2.17270 -1.44641 -1.26662
H -2.86199 1.66881 0.75660
H 0.85043 2.47555 -0.45762
H 3.19907 1.23469 0.19230
H 2.97987 -1.14482 0.89593
H 0.56527 -2.22306 -0.48922
H 0.54724 -1.16688 1.20407
N -2.23907 -1.04803 0.03071
N -1.86811 1.57258 0.35786
```

- HOMO level (eV) = -8.2
- 2S+1 = 1
- frontier orbital gap (eV) = 8.11
- charge = 0

Results of the natural (NBO) charge analysis, in e, for atoms 1 through 8:
1 C 0.391
2 C -0.215
3 C -0.078
4 C -0.319
5 C -0.148
6 C -0.483
7 H 0.379
8 H 0.346

ii | The following is a DFT calculation (ωB97M-V/def2-TZVPD) of the molecule C6H8N2.

The geometry in XYZ format:
```
16
C6H8N2 | OMol25 | ωB97M-V/def2-TZVPD
C -1.96385 0.75238 0.00695
C -0.65291 0.87635 0.00459
C -0.10027 -0.54296 -0.03991
N 1.24425 -0.92435 -0.05157
C 2.08815 -0.09974 0.78350
C 2.07278 0.05190 -0.72731
N -1.08033 -1.36890 -0.14391
C -2.29616 -0.70248 0.07361
H -2.65108 1.58697 -0.08113
H 0.02711 1.67149 -0.06763
H 2.97452 -0.58022 1.24867
H 1.76261 0.78247 1.32210
H 2.89346 -0.37616 -1.33956
H 1.53613 0.80198 -1.28363
H -3.02251 -0.95783 -0.75427
H -2.83191 -0.97090 1.04951
```

- HOMO level (eV) = -9.4
- 2S+1 = 1
- frontier orbital gap (eV) = 10.38
- SMILES string = C1=CC(N2CC2)=NC1
- charge = 0

Results of the natural (NBO) charge analysis, in e, for atoms 1 through 8:
1 C -0.164
2 C -0.321
3 C 0.385
4 N -0.408
5 C -0.254
6 C -0.256
7 N -0.411
8 C -0.293

Least stable of them? i.

i | The following is a DFT calculation (ωB97M-V/def2-TZVPD) of a structure of composition H28O14.

The geometry in XYZ format:
```
42
H28O14 | OMol25 | ωB97M-V/def2-TZVPD
O 0.62926 -53.47977 16.06394
H -0.01344 -53.66243 15.40652
H 1.12337 -54.27265 16.06937
O 1.44548 -51.16955 12.17582
H 1.34116 -51.27547 13.18435
H 0.56678 -50.56054 12.05164
O 5.91081 -55.09679 15.32350
H 4.96352 -55.10843 15.72678
H 6.34561 -55.92896 15.71436
O 4.41902 -49.66085 15.02869
H 3.87958 -49.25213 14.38142
H 3.67939 -50.40573 15.09327
O 3.53650 -54.12530 16.38055
H 3.86756 -53.24619 16.80533
H 3.49760 -54.62463 17.25468
O 5.03326 -52.09917 11.18552
H 5.30274 -51.55213 11.86060
H 4.25127 -52.48040 11.49052
O 3.88589 -53.57061 14.03802
H 3.42063 -52.72736 14.11090
H 3.52828 -54.25501 14.66782
O 2.07743 -51.19438 15.07767
H 1.40701 -51.79188 15.55501
H 1.59679 -50.27689 15.37195
O 2.96256 -53.40058 12.17900
H 3.24163 -53.72820 13.11332
H 2.15398 -52.91052 12.36038
O 2.38501 -56.15923 13.87027
H 2.60522 -56.29922 12.91680
H 1.81299 -55.45684 13.93203
O 6.10205 -51.26271 12.96280
H 6.24429 -52.30977 13.37398
H 5.56222 -50.80439 13.55174
O 5.83011 -52.24151 16.37422
H 6.07959 -52.70180 15.65393
H 6.42974 -51.46296 16.38015
O 5.64211 -56.43564 13.13269
H 5.33119 -55.80798 12.50370
H 5.59230 -55.88895 13.97169
O 3.13919 -55.81807 11.53205
H 3.50614 -55.93025 10.71726
H 3.10924 -54.83985 11.72777
```

- HOMO level (eV) = -9.0
- 2S+1 = 1
- frontier orbital gap (eV) = 8.17
- charge = 0

Results of the natural (NBO) charge analysis, in e, for atoms 1 through 8:
1 O -0.945
2 H 0.476
3 H 0.490
4 O -0.948
5 H 0.472
6 H 0.475
7 O -0.961
8 H 0.498

ii | The following is a DFT calculation (ωB97M-V/def2-TZVPD) of a structure of composition H28O14.

The geometry in XYZ format:
```
42
H28O14 | OMol25 | ωB97M-V/def2-TZVPD
H 0.29581 0.29210 -0.84071
H -0.10925 -0.50670 0.31721
H -0.22281 1.22910 2.47012
H 0.67771 0.07945 2.09678
H -1.88726 -0.07751 2.70883
H -3.33950 0.19222 2.87682
H 3.22418 -1.52633 -1.73787
H 2.67166 -1.12807 -0.37370
H 2.41390 3.77967 -0.30292
H 1.07026 3.37120 -0.00762
H 1.78588 -4.15311 0.81211
H 2.57548 -3.22115 1.87253
H 1.98995 2.78630 1.96729
H 2.49471 4.32279 2.01425
H 1.93111 -4.36070 -3.55479
H 1.11560 -3.14386 -3.27392
H -1.90387 -2.05008 0.10552
H -1.08645 -3.34653 0.13094
H -0.95013 0.42823 -3.52596
H -1.10888 -1.05475 -3.83738
H -3.32599 -1.55254 -2.51788
H -4.55883 -2.28023 -3.11809
H 0.73580 5.04415 0.72246
H -0.73552 5.45137 0.12868
H 3.47309 2.44189 2.89685
H 4.33234 1.71253 1.88652
H -4.60306 0.70455 0.95971
H -3.49932 1.02775 0.04322
O 0.15511 0.32624 0.14986
O -0.23307 0.27132 2.31459
O -2.70166 -0.33633 2.29600
O 2.45444 -1.59205 -1.16050
O 1.88490 2.98123 -0.09650
O 1.93670 -3.90056 1.77982
O 1.99723 3.61595 1.51595
O 1.19396 -3.78250 -3.96578
O -1.96957 -2.94452 -0.21443
O -0.51825 -0.38210 -3.50240
O -4.22028 -1.43051 -2.79612
O -0.19585 4.74018 0.47960
O 3.64870 1.57705 2.51957
O -3.86444 0.29887 0.56544
```

- HOMO level (eV) = -8.1
- 2S+1 = 1
- frontier orbital gap (eV) = 7.93
- charge = 0

Results of the natural (NBO) charge analysis, in e, for atoms 1 through 8:
1 H 0.478
2 H 0.454
3 H 0.475
4 H 0.488
5 H 0.473
6 H 0.442
7 H 0.474
8 H 0.475

Least stable of them? ii.